Entry 1:
The following is a DFT calculation (ωB97M-V with the def2-TZVPD basis set) of 2 unconnected molecules or ions with the total composition C5H9NO.

For the HOMO-LUMO gap, the calculation gives 8.7 eV. The calculation puts the energy above the lowest of the compared OMol25 structures with the same formula, charge and spin at 2.9296 eV. As for the SMILES: CC(C)=C=O.C=N. The calculation puts the calculated total energy at -8866.283 eV. The LUMO energy comes out at 0.933 eV.

Last column: natural (NBO) charge in e.
Cartesian coordinates (Å):
C: 0.375 -1.265 -0.522  -0.605
C: -0.452 -0.460 0.453  -0.374
C: -0.676 -1.074 1.824  -0.586
C: -1.247 0.583 0.229  0.745
O: -2.106 1.380 0.304  -0.506
H: -0.062 -2.259 -0.713  0.210
H: 1.386 -1.434 -0.132  0.202
H: 0.515 -0.780 -1.486  0.221
H: 0.277 -1.419 2.245  0.206
H: -1.377 -1.922 1.793  0.201
H: -1.076 -0.334 2.519  0.218
C: 1.201 1.752 -1.053  -0.012
N: -0.002 1.664 -1.428  -0.609
H: 1.423 1.504 -0.014  0.175
H: 2.055 2.043 -1.665  0.155
H: -0.234 2.020 -2.355  0.358

=====

Entry 2:
The following is a DFT calculation (ωB97M-V with the def2-TZVPD basis set) of 3 unconnected molecules or ions with the total composition C18H30N2O7 in a non-equilibrium geometry.

For the HOMO-LUMO gap, the calculation gives 9.9 eV. As for the SMILES: N#C[C@@H](CCO)[C@@H](C#N)CCCC(=O)O.CCOC(C)=O.CCOC(C)=O. The calculation puts the calculated total energy at -36464.497 eV. The LUMO energy comes out at -0.003 eV.

Last column: natural (NBO) charge in e.
Cartesian coordinates (Å):
N: 2.323 2.994 -0.114  -0.327
C: 1.868 1.950 0.124  0.309
C: 1.318 0.627 0.266  -0.309
C: 2.183 -0.279 1.170  -0.408
C: 2.944 -1.304 0.354  -0.063
O: 3.580 -0.695 -0.763  -0.720
C: -0.140 0.665 0.740  -0.310
C: -0.227 1.118 2.109  0.275
N: -0.321 1.394 3.241  -0.290
C: -0.992 1.567 -0.160  -0.385
C: -2.463 1.173 -0.223  -0.402
C: -2.697 -0.291 -0.589  -0.537
C: -3.241 -1.092 0.555  0.792
O: -3.233 -0.722 1.696  -0.550
O: -3.777 -2.293 0.220  -0.703
H: 1.290 0.159 -0.702  0.250
H: 2.880 0.289 1.764  0.232
H: 1.509 -0.810 1.825  0.222
H: 2.289 -2.108 0.041  0.162
H: 3.715 -1.735 0.980  0.183
H: 3.331 -1.197 -1.531  0.473
H: -0.474 -0.358 0.719  0.243
H: -0.944 2.553 0.277  0.234
H: -0.561 1.674 -1.142  0.212
H: -2.915 1.762 -1.004  0.217
H: -2.918 1.406 0.726  0.243
H: -1.762 -0.759 -0.871  0.216
H: -3.364 -0.380 -1.432  0.238
H: -3.200 -2.763 -0.389  0.505
C: -6.794 -7.653 0.146  -0.637
C: -6.297 -6.465 0.944  -0.070
O: -4.951 -6.121 0.606  -0.495
C: -4.634 -5.312 -0.411  0.818
C: -5.689 -4.942 -1.426  -0.743
O: -3.495 -4.950 -0.522  -0.610
H: -6.825 -7.436 -0.922  0.206
H: -7.796 -7.935 0.469  0.221
H: -6.128 -8.504 0.287  0.222
H: -6.952 -5.598 0.849  0.178
H: -6.265 -6.717 2.001  0.202
H: -5.648 -5.654 -2.248  0.245
H: -5.460 -3.950 -1.806  0.245
H: -6.700 -4.912 -1.026  0.222
C: 5.382 4.493 -0.169  -0.648
C: 5.745 5.622 0.771  -0.068
O: 7.136 5.957 0.705  -0.506
C: 7.641 6.817 -0.195  0.797
C: 6.782 7.262 -1.356  -0.743
O: 8.782 7.166 -0.087  -0.574
H: 5.549 4.769 -1.211  0.201
H: 4.334 4.217 -0.051  0.250
H: 6.000 3.619 0.038  0.215
H: 5.130 6.508 0.609  0.172
H: 5.581 5.311 1.801  0.197
H: 6.959 6.594 -2.197  0.243
H: 7.085 8.267 -1.635  0.244
H: 5.717 7.288 -1.138  0.218

=====

Entry 3:
The following is a DFT calculation (ωB97M-V with the def2-TZVPD basis set) of a molecular structure, C17H22AuBN12 in a non-equilibrium geometry.

For the HOMO-LUMO gap (alpha / beta), the calculation gives 8.3 / 3.9 eV. The calculation puts the energy above the lowest of the compared OMol25 structures with the same formula, charge and spin at 0.0000 eV. The calculation puts the calculated total energy at -40205.233 eV. The LUMO energy (alpha / beta) comes out at -8.913 / -13.732 eV. Its spin multiplicity is 4. As for the total charge: +3.

Last column: natural (NBO) charge in e.
Cartesian coordinates (Å):
Au: -0.041 -0.533 0.043  1.252
C: -0.171 2.449 3.009  -0.281
C: -0.317 2.013 1.692  0.036
N: -0.015 0.725 1.626  -0.372
N: 0.321 0.296 2.861  -0.347
C: 0.234 1.327 3.713  0.029
B: 0.770 -1.159 3.085  0.870
N: 2.077 -1.365 2.320  -0.263
C: 3.323 -1.709 2.667  0.106
C: 4.102 -1.750 1.516  0.030
C: 3.218 -1.410 0.476  0.026
N: 2.021 -1.200 0.977  -0.246
N: -0.278 -2.132 2.539  -0.407
C: -0.794 -3.021 3.562  0.052
C: -2.265 -3.000 3.282  -0.163
C: -2.422 -2.292 2.122  -0.025
N: -1.257 -1.782 1.693  -0.236
N: 0.722 -1.557 4.558  -0.307
C: 1.204 -1.178 5.749  0.040
C: 0.552 -1.890 6.742  -0.266
C: -0.352 -2.716 6.088  0.080
N: -0.233 -2.482 4.784  -0.105
H: -0.331 3.437 3.390  0.284
H: -0.615 2.573 0.827  0.259
H: 0.447 1.232 4.759  0.246
H: 3.594 -1.913 3.682  0.271
H: 5.141 -2.001 1.432  0.287
H: 3.407 -1.334 -0.575  0.277
H: -0.395 -4.048 3.428  0.256
H: -3.014 -3.542 3.819  0.268
H: -3.331 -2.108 1.583  0.265
H: 1.976 -0.438 5.847  0.260
H: 0.711 -1.823 7.801  0.293
H: -1.042 -3.433 6.489  0.280
C: 0.712 -5.183 -5.149  -0.619
C: -0.700 -4.682 -4.966  -0.236
C: -1.495 -5.424 -3.910  -0.622
C: -0.798 -3.146 -4.835  -0.232
N: -0.385 -2.707 -3.521  -0.122
C: -0.749 -1.621 -2.827  0.229
N: -0.110 -1.670 -1.664  -0.445
N: 0.629 -2.777 -1.680  -0.063
N: 0.472 -3.383 -2.766  0.024
H: 0.750 -6.269 -5.124  0.241
H: 1.356 -4.821 -4.339  0.207
H: 1.156 -4.828 -6.080  0.228
H: -1.211 -4.917 -5.923  0.245
H: -0.942 -5.485 -2.968  0.201
H: -1.661 -6.461 -4.209  0.252
H: -2.464 -4.961 -3.733  0.210
H: -1.829 -2.808 -4.983  0.241
H: -0.159 -2.665 -5.586  0.249
H: -1.430 -0.861 -3.153  0.264

=====

Entry 4:
The following is a DFT calculation (ωB97M-V with the def2-TZVPD basis set) of 2 unconnected molecules or ions with the total composition C5H8S in a non-equilibrium geometry.

For the HOMO-LUMO gap, the calculation gives 7.8 eV. The calculation puts the energy above the lowest of the compared OMol25 structures with the same formula, charge and spin at 6.9916 eV. The calculation puts the calculated total energy at -16142.646 eV. The LUMO energy comes out at 0.492 eV.

Last column: natural (NBO) charge in e.
Cartesian coordinates (Å):
C: 0.778 -2.756 0.464  -0.206
C: 1.307 -2.351 -0.537  -0.250
C: 0.086 1.777 0.544  -0.359
C: -0.925 -0.229 -1.492  -0.924
C: -0.586 1.721 1.663  -0.416
S: 0.452 0.161 -0.354  0.555
H: 0.476 -3.020 1.411  0.220
H: 1.707 -2.563 -1.470  0.235
H: 0.370 2.739 -0.015  0.215
H: -1.192 0.692 -2.069  0.176
H: -1.876 -0.432 -0.965  0.191
H: -0.979 2.687 2.042  0.222
H: -0.773 0.727 2.074  0.208
H: 1.152 0.847 -1.297  0.134

=====

Entry 5:
The following is a DFT calculation (ωB97M-V with the def2-TZVPD basis set) of a molecular structure, C5H25CrN8O8 in a non-equilibrium geometry.

For the HOMO-LUMO gap (alpha / beta), the calculation gives 4.8 / 3.2 eV. The calculation puts the calculated total energy at -62295.310 eV. The LUMO energy (alpha / beta) comes out at -10.061 / -10.986 eV. Its spin multiplicity is 6. As for the total charge: +2.

Last column: natural (NBO) charge in e.
Cartesian coordinates (Å):
Cr: -1.513 1.802 -1.604  1.754
C: 0.300 -0.064 0.841  -0.334
O: -0.165 0.993 -0.017  -0.527
H: -0.121 -0.148 1.843  0.222
H: 0.458 -1.008 0.320  0.248
H: 1.380 -0.038 0.990  0.298
C: -2.658 2.956 1.410  0.775
O: -2.649 2.707 0.229  -0.825
N: -3.507 3.786 1.866  -0.759
N: -1.875 2.462 2.276  -0.804
H: -4.096 4.158 1.135  0.438
H: -3.492 3.912 2.868  0.417
H: -1.174 1.829 1.917  0.413
H: -1.811 2.840 3.210  0.427
C: 3.760 2.633 -0.769  0.729
O: 3.979 3.285 0.244  -0.592
N: 4.680 2.355 -1.564  -0.787
N: 2.629 2.172 -1.222  -0.857
H: 4.552 2.170 -2.549  0.398
H: 5.624 2.658 -1.370  0.419
H: 2.552 1.605 -2.054  0.414
H: 1.915 2.147 -0.508  0.371
C: -1.859 -3.512 -0.110  0.777
O: -2.700 -2.819 -0.657  -0.745
N: -2.121 -4.584 0.622  -0.803
N: -0.580 -3.267 -0.207  -0.813
H: -1.419 -5.082 1.151  0.412
H: -3.100 -4.829 0.673  0.424
H: -0.373 -2.420 -0.717  0.381
H: 0.082 -3.905 0.212  0.414
C: 2.881 -0.589 -2.952  0.742
O: 2.458 0.266 -3.682  -0.686
N: 2.317 -0.918 -1.860  -0.812
N: 3.878 -1.376 -3.215  -0.800
H: 2.767 -1.604 -1.270  0.393
H: 1.667 -0.266 -1.444  0.374
H: 4.407 -1.470 -4.070  0.429
H: 4.177 -2.088 -2.564  0.385
O: -3.028 -0.345 2.588  -0.951
H: -3.796 -0.323 2.018  0.483
H: -2.856 0.574 2.794  0.472
O: -2.644 -0.013 -1.317  -1.006
H: -2.556 -0.870 -0.901  0.561
H: -3.589 0.115 -1.406  0.528
O: -0.955 -2.350 2.969  -0.932
H: -0.269 -1.786 3.324  0.456
H: -1.555 -1.750 2.527  0.479